{"formula": "C18H26N3O10PS2", "method": "the ωB97M-V functional and the def2-TZVPD basis", "multiplicity": 1, "charge": 0, "homo_ev": -8.8, "orbital_gap_ev": 7.84, "elements": ["C", "C", "O", "C", "O", "C", "C", "C", "C", "C", "C", "C", "N", "C", "P", "N", "C", "N", "C", "C", "H", "H", "H", "H", "H", "H", "H", "H", "H", "H", "H", "H", "H", "H", "H", "H", "H", "H", "O", "S", "O", "O", "C", "C", "O", "H", "H", "H", "H", "O", "S", "O", "O", "C", "C", "O", "H", "H", "H", "H"], "coordinates": [[-2.0832, 1.2478, 0.5167], [-2.4085, 1.0100, -1.0187], [-2.1344, -0.3908, -1.3716], [-1.8746, -0.4712, -2.7479], [-2.6590, 0.0774, -3.4921], [-0.6488, -1.2730, -3.3389], [0.3215, -1.8774, -2.2428], [1.8440, -1.4455, -2.4159], [2.0134, 0.1147, -2.5416], [1.0438, 0.9800, -1.7383], [1.1776, 2.4103, -1.8845], [2.2135, 3.0513, -2.7724], [2.2119, 4.4358, -2.8430], [3.1664, 4.9163, -3.6926], [3.2361, 6.7866, -3.9044], [4.0065, 7.1393, -5.2571], [4.1260, 4.0380, -4.4171], [4.1680, 2.6775, -4.3733], [3.1573, 2.2173, -3.5360], [3.0169, 0.7187, -3.3895], [-1.7477, 2.3094, 0.6787], [-1.2924, 0.5152, 0.8574], [-2.9972, 1.0996, 1.1616], [-3.4552, 1.2925, -1.2975], [-1.6528, 1.6308, -1.5852], [-1.1020, -2.1492, -3.8896], [-0.1396, -0.6193, -4.0961], [0.3092, -3.0033, -2.3600], [-0.0157, -1.6853, -1.1832], [2.2121, -1.8781, -3.3886], [2.4150, -1.8159, -1.5222], [0.2809, 0.4986, -1.0796], [0.4604, 3.0792, -1.3340], [3.8608, 7.3990, -2.7733], [1.8660, 7.2262, -3.9271], [3.3067, 7.6426, -5.8240], [4.8731, 4.5461, -5.0883], [3.7236, 0.0567, -3.9611], [-2.9205, -3.1730, 4.4044], [-3.8656, -2.2858, 3.8097], [-4.7017, -1.4305, 4.5769], [-4.7856, -3.1407, 2.7944], [-4.6821, -2.5964, 1.4753], [-3.3014, -1.9741, 1.4121], [-3.0986, -1.3938, 2.7031], [-5.4630, -1.8412, 1.3555], [-4.8174, -3.3773, 0.7286], [-3.2217, -1.2188, 0.6338], [-2.5313, -2.7353, 1.2594], [3.0399, -4.4782, 6.3379], [2.2946, -3.2665, 6.3942], [2.9068, -1.9846, 6.3195], [1.3511, -3.3162, 7.7056], [-0.0189, -3.1763, 7.3190], [-0.0955, -3.7463, 5.9161], [1.1215, -3.3367, 5.2851], [-0.2687, -2.1123, 7.3279], [-0.6674, -3.7056, 8.0154], [-0.9586, -3.3783, 5.3646], [-0.1155, -4.8395, 5.9345]]}